C40H92N12O8 | the ωB97M-V functional and the def2-TZVPD basis

XYZ file:
```
152
C40H92N12O8 | the Open Molecules 2025 dataset | the ωB97M-V functional and the def2-TZVPD basis
C 0.82038 4.85496 5.14300
C 1.23604 4.21000 3.81315
C 2.31822 5.02279 3.11725
C 1.85458 2.79480 4.03822
C 0.84540 1.65651 4.12907
C -0.15838 1.78865 2.99048
C -0.93299 3.09535 2.91353
C -1.64901 3.13488 1.56949
C -1.87516 3.25941 4.10339
N 0.13926 4.12278 2.81683
O -0.39132 5.43619 2.57857
H -0.14247 4.58172 5.56367
H 1.58619 4.70384 5.90009
H 0.69184 5.90575 4.86116
H 2.03106 6.06804 3.00016
H 3.22674 5.04626 3.73314
H 2.62827 4.57215 2.17671
H 2.70635 2.59266 3.39243
H 2.25856 2.88562 5.05355
H 1.28045 0.66819 3.99178
H 0.32194 1.71800 5.08737
H -0.87279 0.95696 3.02948
H 0.41630 1.68450 2.06126
H -2.21592 4.06070 1.46913
H -2.36068 2.31035 1.44298
H -0.95881 2.99870 0.73312
H -2.16643 4.29998 4.25992
H -1.34546 3.00275 5.02053
H -2.74249 2.60757 3.99902
H -0.32590 5.50501 1.61998
C 2.96115 -4.34306 2.48032
C 1.88329 -3.83297 3.44171
C 2.60125 -3.11300 4.60699
C 1.10241 -2.76135 2.64312
C -0.21425 -2.41300 3.28976
C -1.15351 -3.60193 3.50229
C -0.39333 -4.71256 4.26661
C -0.54527 -4.41484 5.76276
C -1.17424 -6.01490 3.97327
N 0.96570 -4.88564 3.80349
O 1.62658 -5.94554 4.47662
H 3.69637 -4.95096 3.01302
H 2.48645 -4.90032 1.66921
H 3.54947 -3.52946 2.05053
H 1.88163 -2.91005 5.40129
H 3.36635 -3.72592 5.09430
H 3.11863 -2.23515 4.22204
H 1.61415 -1.81034 2.46580
H 0.99944 -3.15391 1.62275
H 0.06305 -1.95955 4.25097
H -0.83724 -1.64848 2.81265
H -1.43607 -3.96129 2.50946
H -1.98748 -3.18760 4.06564
H -1.56860 -4.38412 6.12940
H -0.14947 -3.42305 6.02353
H 0.12076 -5.10147 6.29342
H -1.10425 -6.76621 4.76230
H -0.84086 -6.44047 3.02634
H -2.23886 -5.79842 3.87073
H 1.62993 -6.62026 3.78747
C 5.04230 1.01084 -3.17127
C 5.24200 0.28740 -1.83011
C 6.74964 0.19638 -1.56705
C 4.57121 1.11787 -0.74658
C 4.41389 0.34154 0.56038
C 3.55805 -0.88838 0.30205
C 4.12136 -1.75976 -0.82910
C 5.30118 -2.57828 -0.28612
C 2.97802 -2.73522 -1.15252
N 4.47676 -0.96170 -1.99715
O 4.96834 -1.76618 -3.06297
H 5.79863 0.69649 -3.89555
H 4.03939 0.90155 -3.58126
H 5.21065 2.09472 -3.12447
H 6.98667 -0.20229 -0.58419
H 7.16009 -0.47588 -2.32735
H 7.19202 1.17625 -1.73775
H 5.18354 1.98616 -0.49393
H 3.57718 1.42523 -1.08712
H 5.38611 -0.02469 0.90717
H 4.02796 1.01381 1.32668
H 2.53139 -0.55719 0.14024
H 3.57330 -1.47786 1.22324
H 4.95173 -3.48690 0.20604
H 5.98652 -1.99358 0.32624
H 5.89919 -2.96291 -1.11931
H 2.24097 -2.16475 -1.72485
H 2.62026 -3.16801 -0.22371
H 3.26777 -3.53962 -1.83395
H 4.22685 -1.75229 -3.67911
C -2.34984 0.00432 -4.46150
C -1.99747 1.00731 -5.56185
C -0.49862 0.89099 -5.90221
C -2.84402 0.54671 -6.76322
C -2.87598 1.58664 -7.87632
C -3.42095 2.89647 -7.29870
C -2.68632 3.41955 -6.06643
C -1.42099 4.19990 -6.46551
C -3.67458 4.36794 -5.37289
N -2.39631 2.33913 -5.12992
O -1.74480 2.80188 -3.97348
H -1.71668 0.25417 -3.60852
H -3.38815 0.07789 -4.14570
H -2.07900 -1.00706 -4.76534
H 0.09993 1.37607 -5.13087
H -0.23624 -0.16305 -5.99282
H -0.29644 1.41094 -6.83770
H -2.40307 -0.38867 -7.11809
H -3.87174 0.34027 -6.45436
H -1.85696 1.80909 -8.20317
H -3.46882 1.22379 -8.71536
H -4.50680 2.97720 -7.34771
H -3.11754 3.61124 -8.08256
H -0.81944 4.51254 -5.61368
H -1.67817 5.12009 -6.99313
H -0.84322 3.52971 -7.10252
H -3.23459 4.79588 -4.46808
H -4.54890 3.79984 -5.05384
H -3.94995 5.19961 -6.02248
H -2.34637 2.64221 -3.21005
N -6.66070 -1.61839 1.12232
C -5.44698 -1.02522 0.86103
N -4.39146 -1.90062 0.66263
O -5.31347 0.19081 0.74490
H -7.42331 -0.96253 1.13971
H -6.85776 -2.57779 0.92428
H -4.47850 -2.84812 0.99105
H -3.49403 -1.47248 0.84786
N 0.04888 -0.14128 -0.84382
C -1.01938 -1.01354 -0.69707
N -2.25271 -0.44100 -0.80726
O -0.85649 -2.21742 -0.39318
H 1.00560 -0.36880 -1.02115
H -0.21256 0.77504 -1.17256
H -3.07863 -0.98998 -0.93024
H -2.36741 0.56016 -0.89464
N -0.38167 -5.23648 0.16263
C -1.69814 -5.65209 0.19728
N -2.59669 -4.67565 -0.19746
O -2.09694 -6.74928 0.63059
H -0.24140 -4.36975 -0.33051
H 0.25087 -5.76745 0.72599
H -2.37897 -3.73433 -0.48177
H -3.54875 -4.99548 -0.19277
N -3.44855 4.64078 -1.05803
C -3.74239 3.28427 -0.95647
N -4.80718 3.03070 -0.13808
O -3.05697 2.45810 -1.56060
H -2.49412 4.78821 -1.34314
H -3.95208 5.29216 -0.49560
H -5.31374 3.74693 0.33179
H -5.05224 2.05582 0.04740
```

Results
Total charge: 0
Energy relative to the best compared isomer or geometry (same formula, charge and spin) (kJ/mol): 0.00
Kohn-Sham gap (eV): 7.9667
LUMO energy (eV): 0.184
Energy (a.u.): -2838.28043
SMILES: CC1(C)CCCC(C)(C)N1O.CC1(C)CCCC(C)(C)N1O.CC1(C)CCCC(C)(C)N1O.CC1(C)CCCC(C)(C)N1O.NC(N)=O.NC(N)=O.NC(N)=O.NC(N)=O

Atom charges from the Löwdin analysis, given in e for atoms 1 to 2: atom 1 (C): -0.02, atom 2 (C): -0.50